Record 1
Density functional theory data (the ωB97M-V functional and the def2-TZVPD basis) for C53H51KN6O2SSiTe as an isolated structure.

```
! RIJCOSX wB97M-V def2-TZVPD def2/J DEFGRID3
* xyz -2 1
K 0.600 -0.010 0.031
N -0.009 2.495 -1.462
C -0.689 3.753 -1.735
C -2.191 3.648 -1.422
C -2.555 4.210 -0.047
C -1.893 3.472 1.117
N -2.529 2.175 1.354
H 1.011 2.584 -1.408
H -0.208 1.831 -2.203
H -0.556 4.094 -2.772
H -0.243 4.524 -1.098
H -2.470 2.590 -1.451
H -2.776 4.167 -2.189
H -3.645 4.176 0.087
H -2.265 5.265 -0.003
H -1.901 4.118 2.003
H -0.848 3.280 0.872
H -3.472 2.308 1.700
H -2.012 1.677 2.077
S 4.168 -5.599 4.822
N 2.596 -5.304 4.556
C 2.537 -4.269 3.745
C 1.324 -3.648 3.245
C 0.048 -4.097 3.585
C -1.046 -3.428 3.096
C -0.830 -2.304 2.300
N 0.373 -1.879 1.957
C 1.442 -2.540 2.399
C 2.776 -2.040 1.986
N 2.815 -1.018 1.121
C 3.990 -0.544 0.737
C 5.206 -1.046 1.208
C 5.178 -2.100 2.086
C 3.944 -2.622 2.483
C 3.823 -3.756 3.383
N 4.824 -4.413 3.929
H -0.052 -4.958 4.235
H -2.053 -3.737 3.341
H -1.666 -1.715 1.943
H 3.965 0.287 0.033
H 6.136 -0.608 0.876
H 6.085 -2.542 2.481
O -0.213 -0.432 -2.188
O -0.857 -1.649 -1.534
C -5.767 -1.716 -3.454
C -4.999 -1.981 -4.582
C -3.616 -1.869 -4.519
C -2.965 -1.523 -3.329
C -3.755 -1.269 -2.205
C -5.143 -1.350 -2.268
Si -1.076 -1.357 -3.288
C -0.168 -2.904 -3.889
C 1.224 -2.862 -4.034
C 1.951 -3.993 -4.380
C 1.297 -5.200 -4.599
C -0.084 -5.265 -4.464
C -0.803 -4.129 -4.109
C -0.902 -0.153 -4.801
C -1.484 1.118 -4.692
C -1.363 2.073 -5.692
C -0.657 1.776 -6.853
C -0.081 0.521 -6.996
C -0.201 -0.424 -5.980
H -6.848 -1.789 -3.502
H -5.481 -2.258 -5.514
H -3.026 -2.040 -5.416
H -3.269 -0.997 -1.274
H -5.738 -1.131 -1.389
H 1.747 -1.925 -3.858
H 3.030 -3.935 -4.476
H 1.862 -6.086 -4.867
H -0.597 -6.207 -4.625
H -1.881 -4.197 -3.998
H -2.048 1.367 -3.795
H -1.812 3.052 -5.565
H -0.551 2.518 -7.636
H 0.475 0.283 -7.897
H 0.264 -1.396 -6.113
C -4.470 1.486 9.179
C -3.553 1.358 7.987
C -3.410 2.387 7.070
C -2.560 2.287 5.968
C -2.478 3.450 5.016
C -1.811 1.113 5.751
Te -0.532 0.910 4.065
C -1.953 0.064 6.687
C -1.194 -1.228 6.540
C -2.812 0.203 7.774
H -5.068 2.396 9.113
H -3.907 1.524 10.115
H -5.156 0.637 9.246
H -3.980 3.303 7.209
H -3.062 4.298 5.385
H -2.848 3.167 4.027
H -1.441 3.757 4.872
H -1.486 -1.750 5.625
H -1.373 -1.884 7.398
H -0.124 -1.038 6.446
H -2.905 -0.621 8.479
C 5.668 0.789 -4.200
C 4.361 0.291 -3.991
C 3.590 0.803 -2.981
C 4.058 1.828 -2.110
C 3.203 2.303 -1.052
C 3.778 3.291 -0.266
C 5.087 3.802 -0.467
C 5.879 3.329 -1.479
C 5.381 2.318 -2.336
C 6.161 1.778 -3.394
H 6.278 0.388 -5.004
H 3.972 -0.488 -4.638
H 2.579 0.441 -2.820
H 3.212 3.706 0.568
H 5.474 4.572 0.196
H 6.883 3.714 -1.635
H 7.163 2.168 -3.555
*
```

The calculation puts the lowest unoccupied orbital energy at 3.096 eV. Its energy above the lowest of the compared OMol25 structures with the same formula, charge and spin is 4.6 kcal/mol. Its gap between HOMO and LUMO is 4.86 eV. For the HOMO energy, the calculation gives -0.06468 hartree.

---

Record 2
Density functional theory data (the ωB97M-V functional and the def2-TZVPD basis) for C53H52N10OSSbTl as an isolated structure at a distorted geometry.

```
! RIJCOSX wB97M-V def2-TZVPD def2/J DEFGRID3
* xyz 2 1
Tl 0.430 1.178 1.093
C -0.397 -2.447 7.774
C -0.231 -1.404 6.702
C -0.385 -0.050 6.933
C -0.264 0.885 5.931
C -0.013 0.509 4.589
N -0.226 1.316 3.540
C -0.943 2.498 3.683
C -2.316 2.477 3.901
C -3.018 3.684 4.041
C -2.428 4.946 3.894
C -3.254 6.205 3.915
C -1.059 4.973 3.702
C -0.338 3.763 3.470
N 0.981 3.898 2.935
C 1.530 5.020 2.386
C 2.846 4.706 1.997
C 2.992 3.328 2.315
N 1.883 2.805 2.848
C 0.450 -0.868 4.405
C 0.199 -1.790 5.419
N 1.134 -1.279 3.260
C 1.390 -2.565 2.819
C 2.542 -2.513 2.000
C 2.833 -1.153 1.855
N 1.989 -0.366 2.499
H -1.462 -2.555 8.122
H 0.109 -2.138 8.717
H -0.020 -3.430 7.471
H -0.619 0.321 7.974
H -0.312 1.951 6.060
H -2.850 1.492 3.964
H -4.110 3.742 4.208
H -2.905 6.912 4.720
H -4.304 6.035 4.153
H -3.263 6.775 2.964
H -0.518 5.958 3.570
H 0.909 5.923 2.201
H 3.556 5.323 1.471
H 3.879 2.797 2.062
H 0.356 -2.861 5.216
H 0.753 -3.409 2.997
H 3.099 -3.362 1.600
H 3.649 -0.688 1.290
C 1.348 1.878 -2.415
C 0.991 3.297 -2.625
N 0.426 4.044 -1.666
C 0.005 5.218 -2.217
C 0.356 5.249 -3.519
N 1.075 4.072 -3.802
C 1.666 3.675 -5.099
N 3.132 4.000 -5.150
N 3.721 3.788 -6.394
N 5.002 3.942 -6.269
C 5.348 4.393 -4.997
C 6.588 4.699 -4.429
C 6.575 5.196 -3.126
C 5.362 5.364 -2.428
C 4.094 5.011 -2.902
C 4.104 4.441 -4.209
H 2.070 1.522 -3.193
H 0.483 1.192 -2.417
H 1.728 1.837 -1.353
H -0.512 5.989 -1.615
H -0.017 5.977 -4.242
H 1.244 4.225 -5.974
H 1.541 2.609 -5.396
H 7.448 4.586 -5.087
H 7.533 5.536 -2.690
H 5.453 5.899 -1.479
H 3.162 5.123 -2.366
O -1.027 -0.118 -2.319
S -1.228 -0.008 -3.831
C -1.240 -1.716 -4.360
C -2.384 -1.957 -5.345
C -3.570 -1.054 -4.939
C -3.051 0.234 -4.244
H -1.408 -2.284 -3.435
H -0.275 -1.962 -4.756
H -2.697 -2.978 -5.200
H -2.023 -1.762 -6.376
H -4.296 -1.524 -4.239
H -4.118 -0.723 -5.824
H -3.610 0.353 -3.285
H -3.043 1.191 -4.799
C -0.557 -7.206 3.028
C -1.707 -6.418 2.939
C -1.714 -5.262 2.150
C -0.614 -4.936 1.362
C 0.537 -5.714 1.412
C 0.559 -6.850 2.267
Sb -0.767 -3.280 -0.048
C -2.883 -3.371 -0.544
C -3.551 -4.552 -0.227
C -4.956 -4.560 -0.237
C -5.641 -3.504 -0.805
C -4.942 -2.335 -1.139
C -3.553 -2.278 -1.070
C 0.066 -4.270 -1.813
C 1.424 -4.084 -2.145
C 1.981 -4.680 -3.291
C 1.175 -5.452 -4.141
C -0.118 -5.713 -3.742
C -0.670 -5.157 -2.603
H -0.524 -8.105 3.615
H -2.611 -6.594 3.487
H -2.606 -4.646 2.136
H 1.431 -5.388 0.953
H 1.413 -7.528 2.333
H -2.986 -5.483 -0.060
H -5.502 -5.445 0.074
H -6.689 -3.523 -0.951
H -5.454 -1.497 -1.508
H -3.027 -1.402 -1.430
H 1.999 -3.451 -1.503
H 3.044 -4.611 -3.481
H 1.624 -5.938 -4.994
H -0.728 -6.405 -4.320
H -1.686 -5.358 -2.358
*
```

The calculation puts the lowest unoccupied orbital energy at -8.748 eV. Its energy above the lowest of the compared OMol25 structures with the same formula, charge and spin is 30.3 kcal/mol. Its gap between HOMO and LUMO is 3.01 eV. For the HOMO energy, the calculation gives -0.43215 hartree.

---

gap between HOMO and LUMO of number 2 (C53H52N10OSSbTl)?
3.01 eV

---

Among the records above, which one has the highest lowest unoccupied orbital energy?
C53H51KN6O2SSiTe

---

Which value of gap between HOMO and LUMO does entry 1 give?
4.86 eV